Formula: C33H91Cl8N13O6P4
Source: OMol25
Level of theory: wB97M-V/def2-TZVPD

As for the energy above the lowest of the compared OMol25 structures with the same formula, charge and spin: 79.3 kcal/mol. As for the charge: 0. Its SMILES is CN(C)P(=O)(N(C)C)N(C)C.CN(C)P(=O)(N(C)C)N(C)C.CN(C)P(=O)(N(C)C)N(C)C.CN(C)P(=O)(N(C)C)N(C)C.C[N+](=O)[O-].ClCCCl.ClCCCl.ClCCCl.ClCCCl. As for the spin multiplicity: 1. The strongest force on any atom comes out at 0.0770 Eh/bohr. The value obtained for the electronic energy is -204687.01793 eV.

Bonds (Å) are listed after each position.
Cartesian coordinates (Å):
1 C 16.462 8.409 -3.943  N2 1.404, H12 1.090, H13 1.090, H14 1.090
2 N 15.833 9.374 -3.140  C1 1.404, C3 1.487, P4 1.764
3 C 16.590 10.646 -3.280  N2 1.487, H15 1.090, H16 1.090, H17 1.090
4 P 14.078 9.282 -2.992  N2 1.764, O5 1.518, N6 1.775, N9 1.731
5 O 13.250 9.264 -4.263  P4 1.518
6 N 13.844 7.889 -1.918  P4 1.775, C7 1.523, C8 1.441
7 C 12.492 7.190 -1.971  N6 1.523, H18 1.090, H19 1.090, H20 1.090
8 C 14.740 7.545 -0.844  N6 1.441, H21 1.090, H22 1.090, H23 1.090
9 N 13.797 10.644 -1.961  P4 1.731, C10 1.517, C11 1.465
10 C 14.673 10.815 -0.733  N9 1.517, H24 1.090, H25 1.090, H26 1.090
11 C 12.961 11.792 -2.322  N9 1.465, H27 1.090, H28 1.090, H29 1.090
12 H 15.945 7.464 -4.108  C1 1.090
13 H 17.413 8.042 -3.558  C1 1.090
14 H 16.545 8.769 -4.968  C1 1.090
15 H 17.350 10.864 -2.530  C3 1.090
16 H 15.914 11.486 -3.119  C3 1.090
17 H 17.266 10.674 -4.135  C3 1.090
18 H 11.880 7.568 -1.152  C7 1.090
19 H 12.001 7.637 -2.835  C7 1.090
20 H 12.528 6.101 -1.998  C7 1.090
21 H 14.594 8.313 -0.085  C8 1.090
22 H 14.541 6.633 -0.280  C8 1.090
23 H 15.733 7.603 -1.291  C8 1.090
24 H 15.424 10.031 -0.644  C10 1.090
25 H 15.290 11.713 -0.698  C10 1.090
26 H 13.981 10.658 0.095  C10 1.090
27 H 13.548 12.603 -2.752  C11 1.090
28 H 12.475 12.178 -1.426  C11 1.090
29 H 12.329 11.471 -3.150  C11 1.090
30 C 5.717 3.353 -9.762  N31 1.467, H41 1.090, H42 1.090, H43 1.090
31 N 6.741 4.402 -9.714  C30 1.467, C32 1.499, P33 1.747
32 C 6.802 5.328 -10.892  N31 1.499, H44 1.090, H45 1.090, H46 1.090
33 P 7.407 4.909 -8.180  N31 1.747, O34 1.511, N35 1.713, N38 1.728
34 O 6.514 5.955 -7.554  P33 1.511
35 N 7.729 3.552 -7.185  P33 1.713, C36 1.446, C37 1.514
36 C 8.153 2.279 -7.724  N35 1.446, H47 1.090, H48 1.090, H49 1.090
37 C 7.696 3.713 -5.680  N35 1.514, H50 1.090, H51 1.090, H52 1.090
38 N 9.009 5.433 -8.558  P33 1.728, C39 1.505, C40 1.454
39 C 9.546 6.614 -7.795  N38 1.505, H53 1.090, H54 1.090, H55 1.090
40 C 10.024 4.713 -9.311  N38 1.454, H56 1.090, H57 1.090, H58 1.090
41 H 5.042 3.351 -8.906  C30 1.090
42 H 6.263 2.412 -9.839  C30 1.090
43 H 4.940 3.298 -10.524  C30 1.090
44 H 6.797 4.694 -11.778  C32 1.090
45 H 7.670 5.984 -10.965  C32 1.090
46 H 5.970 6.028 -10.971  C32 1.090
47 H 8.077 2.297 -8.811  C36 1.090
48 H 9.146 1.910 -7.467  C36 1.090
49 H 7.414 1.563 -7.363  C36 1.090
50 H 7.818 4.752 -5.376  C37 1.090
51 H 6.728 3.271 -5.444  C37 1.090
52 H 8.599 3.312 -5.220  C37 1.090
53 H 8.764 7.365 -7.680  C39 1.090
54 H 9.813 6.360 -6.770  C39 1.090
55 H 10.342 7.120 -8.343  C39 1.090
56 H 10.848 5.346 -9.642  C40 1.090
57 H 9.508 4.210 -10.128  C40 1.090
58 H 10.420 3.907 -8.693  C40 1.090
59 C 14.568 1.786 -7.949  N60 1.493, H70 1.090, H71 1.090, H72 1.090
60 N 14.425 2.853 -6.914  C59 1.493, C61 1.416, P62 1.674
61 C 15.042 2.568 -5.673  N60 1.416, H73 1.090, H74 1.090, H75 1.090
62 P 14.051 4.402 -7.428  N60 1.674, O63 1.503, N64 1.678, N67 1.709
63 O 13.512 4.438 -8.831  P62 1.503
64 N 13.077 5.115 -6.262  P62 1.678, C65 1.436, C66 1.483
65 C 11.939 4.304 -5.928  N64 1.436, H76 1.090, H77 1.090, H78 1.090
66 C 12.981 6.595 -6.283  N64 1.483, H79 1.090, H80 1.090, H81 1.090
67 N 15.604 5.113 -7.440  P62 1.709, C68 1.430, C69 1.428
68 C 16.235 5.330 -6.175  N67 1.430, H82 1.090, H83 1.090, H84 1.090
69 C 16.308 5.529 -8.612  N67 1.428, H85 1.090, H86 1.090, H87 1.090
70 H 15.030 2.248 -8.821  C59 1.090
71 H 13.581 1.516 -8.326  C59 1.090
72 H 15.170 0.912 -7.699  C59 1.090
73 H 14.778 3.336 -4.945  C61 1.090
74 H 16.111 2.360 -5.714  C61 1.090
75 H 14.560 1.645 -5.353  C61 1.090
76 H 12.178 3.302 -5.572  C65 1.090
77 H 11.397 4.597 -5.029  C65 1.090
78 H 11.277 4.290 -6.794  C65 1.090
79 H 13.964 6.975 -6.006  C66 1.090
80 H 12.797 6.940 -7.300  C66 1.090
81 H 12.224 7.039 -5.636  C66 1.090
82 H 16.606 6.354 -6.175  C68 1.090
83 H 15.567 5.122 -5.339  C68 1.090
84 H 17.105 4.688 -6.032  C68 1.090
85 H 15.562 5.749 -9.376  C69 1.090
86 H 16.945 4.741 -9.011  C69 1.090
87 H 16.899 6.436 -8.487  C69 1.090
88 C 3.484 11.078 -10.204  N89 1.471, H99 1.090, H100 1.090, H101 1.090
89 N 4.808 10.768 -10.767  C88 1.471, C90 1.467, P91 1.721
90 C 5.028 9.486 -11.445  N89 1.467, H102 1.090, H103 1.090, H104 1.090
91 P 6.129 11.666 -10.125  N89 1.721, O92 1.495, N93 1.705, N96 1.713
92 O 5.823 12.482 -8.910  P91 1.495
93 N 7.220 10.456 -9.623  P91 1.705, C94 1.486, C95 1.459
94 C 8.649 10.854 -9.544  N93 1.486, H105 1.090, H106 1.090, H107 1.090
95 C 6.761 9.497 -8.625  N93 1.459, H108 1.090, H109 1.090, H110 1.090
96 N 6.872 12.387 -11.489  P91 1.713, C97 1.502, C98 1.459
97 C 6.645 13.863 -11.647  N96 1.502, H111 1.090, H112 1.090, H113 1.090
98 C 7.357 11.606 -12.623  N96 1.459, H114 1.090, H115 1.090, H116 1.090
99 H 2.976 11.778 -10.867  C88 1.090
100 H 3.576 11.321 -9.145  C88 1.090
101 H 2.874 10.175 -10.223  C88 1.090
102 H 4.767 8.653 -10.793  C90 1.090
103 H 6.065 9.436 -11.778  C90 1.090
104 H 4.426 9.432 -12.352  C90 1.090
105 H 8.908 11.039 -8.502  C94 1.090
106 H 9.251 10.037 -9.941  C94 1.090
107 H 8.831 11.784 -10.082  C94 1.090
108 H 6.749 8.454 -8.940  C95 1.090
109 H 7.251 9.757 -7.687  C95 1.090
110 H 5.748 9.699 -8.275  C95 1.090
111 H 7.331 14.180 -12.433  C97 1.090
112 H 5.660 14.113 -12.040  C97 1.090
113 H 6.880 14.377 -10.715  C97 1.090
114 H 7.755 12.229 -13.424  C98 1.090
115 H 6.466 11.035 -12.881  C98 1.090
116 H 8.156 10.916 -12.352  C98 1.090
117 C 7.326 7.506 -4.112  N118 1.479, H121 1.090, H122 1.090, H123 1.090
118 N 8.599 8.002 -4.677  C117 1.479, O119 1.171, O120 1.196
119 O 8.647 8.951 -5.361  N118 1.171
120 O 9.597 7.416 -4.375  N118 1.196
121 H 7.532 6.805 -3.303  C117 1.090
122 H 6.761 7.004 -4.898  C117 1.090
123 H 6.919 8.450 -3.749  C117 1.090
124 Cl 9.512 14.214 -2.018  C125 1.787
125 C 8.678 13.196 -3.225  Cl124 1.787, C126 1.571, H128 1.090, H129 1.090
126 C 9.069 11.694 -2.977  C125 1.571, Cl127 1.877, H130 1.090, H131 1.090
127 Cl 8.566 11.170 -1.246  C126 1.877
128 H 8.840 13.394 -4.285  C125 1.090
129 H 7.610 13.365 -3.084  C125 1.090
130 H 10.105 11.369 -3.076  C126 1.090
131 H 8.483 11.030 -3.613  C126 1.090
132 Cl 5.076 8.247 -1.830  C133 1.828
133 C 4.813 9.512 -0.537  Cl132 1.828, C134 1.572, H136 1.090, H137 1.090
134 C 4.244 8.894 0.791  C133 1.572, Cl135 1.771, H138 1.090, H139 1.090
135 Cl 4.141 10.258 1.916  C134 1.771
136 H 4.177 10.327 -0.885  C133 1.090
137 H 5.815 9.899 -0.349  C133 1.090
138 H 4.901 8.106 1.160  C134 1.090
139 H 3.219 8.607 0.555  C134 1.090
140 Cl 2.924 5.591 -4.347  C141 1.786
141 C 4.206 6.260 -5.395  Cl140 1.786, C142 1.572, H144 1.090, H145 1.090
142 C 3.610 7.221 -6.487  C141 1.572, Cl143 1.801, H146 1.090, H147 1.090
143 Cl 2.536 8.540 -5.898  C142 1.801
144 H 4.844 5.489 -5.826  C141 1.090
145 H 4.828 6.777 -4.664  C141 1.090
146 H 2.992 6.516 -7.043  C142 1.090
147 H 4.449 7.689 -7.001  C142 1.090
148 Cl 8.373 5.977 -0.707  C149 1.832
149 C 9.550 5.122 -1.819  Cl148 1.832, C150 1.576, H152 1.090, H153 1.090
150 C 9.446 3.555 -1.681  C149 1.576, Cl151 1.780, H154 1.090, H155 1.090
151 Cl 9.922 3.087 -0.031  C150 1.780
152 H 10.552 5.540 -1.726  C149 1.090
153 H 9.330 5.382 -2.855  C149 1.090
154 H 9.942 2.917 -2.412  C150 1.090
155 H 8.411 3.290 -1.899  C150 1.090

These are the Löwdin partial charges, in e, on atoms 1 to 99: atom 1 (C): -0.20, atom 2 (N): -0.30, atom 3 (C): -0.10, atom 4 (P): 0.70, atom 5 (O): -0.31, atom 6 (N): -0.29, atom 7 (C): -0.09, atom 8 (C): -0.14, atom 9 (N): -0.31, atom 10 (C): -0.10, atom 11 (C): -0.11, atom 12 (H): 0.06, atom 13 (H): 0.09, atom 14 (H): 0.08, atom 15 (H): 0.07, atom 16 (H): 0.07, atom 17 (H): 0.08, atom 18 (H): 0.08, atom 19 (H): 0.05, atom 20 (H): 0.07, atom 21 (H): 0.05, atom 22 (H): 0.09, atom 23 (H): 0.07, atom 24 (H): 0.05, atom 25 (H): 0.08, atom 26 (H): 0.08, atom 27 (H): 0.07, atom 28 (H): 0.08, atom 29 (H): 0.06, atom 30 (C): -0.13, atom 31 (N): -0.29, atom 32 (C): -0.10, atom 33 (P): 0.65, atom 34 (O): -0.31, atom 35 (N): -0.30, atom 36 (C): -0.14, atom 37 (C): -0.06, atom 38 (N): -0.29, atom 39 (C): -0.09, atom 40 (C): -0.12, atom 41 (H): 0.08, atom 42 (H): 0.06, atom 43 (H): 0.08, atom 44 (H): 0.08, atom 45 (H): 0.07, atom 46 (H): 0.07, atom 47 (H): 0.06, atom 48 (H): 0.08, atom 49 (H): 0.08, atom 50 (H): 0.05, atom 51 (H): 0.09, atom 52 (H): 0.07, atom 53 (H): 0.04, atom 54 (H): 0.05, atom 55 (H): 0.08, atom 56 (H): 0.08, atom 57 (H): 0.07, atom 58 (H): 0.05, atom 59 (C): -0.08, atom 60 (N): -0.32, atom 61 (C): -0.16, atom 62 (P): 0.58, atom 63 (O): -0.30, atom 64 (N): -0.28, atom 65 (C): -0.13, atom 66 (C): -0.07, atom 67 (N): -0.30, atom 68 (C): -0.15, atom 69 (C): -0.12, atom 70 (H): 0.07, atom 71 (H): 0.08, atom 72 (H): 0.08, atom 73 (H): 0.07, atom 74 (H): 0.09, atom 75 (H): 0.08, atom 76 (H): 0.08, atom 77 (H): 0.08, atom 78 (H): 0.06, atom 79 (H): 0.06, atom 80 (H): 0.08, atom 81 (H): 0.07, atom 82 (H): 0.07, atom 83 (H): 0.06, atom 84 (H): 0.08, atom 85 (H): 0.07, atom 86 (H): 0.08, atom 87 (H): 0.08, atom 88 (C): -0.11, atom 89 (N): -0.30, atom 90 (C): -0.13, atom 91 (P): 0.59, atom 92 (O): -0.30, atom 93 (N): -0.31, atom 94 (C): -0.10, atom 95 (C): -0.12, atom 96 (N): -0.32, atom 97 (C): -0.09, atom 98 (C): -0.10, atom 99 (H): 0.08